9
Properties=species:S:1:pos:R:3:mulliken_charge:R:1 method="wB97M-V/def2-TZVPD" lumo_energy_ha=0.01567 de_lowest_kj_mol=19.1
C 3.01523 -0.04369 0.19709 -0.83
H 3.35033 -0.85725 -0.44823 0.26
H 2.85968 0.69912 -0.59449 0.22
H 2.07904 -0.10930 0.74339 0.10
H 3.79270 0.19896 0.91510 0.27
S -1.18449 0.18712 0.90915 -0.17
S -0.70553 -0.18973 -1.02732 -0.15
H -0.39493 -0.71829 1.53575 0.15
H 0.14569 0.81285 -1.18412 0.15